1.
Density functional theory data (wB97M-V/def2-TZVPD) for a molecular structure, C36H37BrN4O4S3SiV at a distorted geometry.

Calculated values
- Relative energy (zero: lowest compared OMol25 entry of this formula, charge and spin): 0.0 kJ/mol
- Highest occupied orbital energy (alpha / beta): -0.3816 / -0.3818 hartree
- Gap between HOMO and LUMO (alpha / beta): 0.2912 / 0.2968 Ha
- Total charge: +1
- 2S+1: 3
- DFT total energy: -188192.4344 eV
- Lowest unoccupied orbital energy (alpha / beta): -2.5 / -2.3 eV

Positions of all 87 atoms, in Å:
V1 10.1522 12.0258 12.7638
O1 14.3612 14.8723 15.1364
C1 13.3619 14.5449 16.0361
C2 13.7908 14.8285 17.3603
C3 12.8824 14.5666 18.4050
C4 11.6003 14.0454 18.1193
C5 11.2426 13.7676 16.8344
C6 12.1077 14.0600 15.7377
C7 11.7366 13.6054 14.3873
O2 10.4805 13.2364 14.1922
N1 12.6408 13.4841 13.4895
N2 12.1492 12.6477 12.4059
C8 13.0406 12.5702 11.4786
S1 14.7716 13.1379 11.4896
C9 15.1218 12.5035 9.8938
C10 14.2769 11.3556 9.5266
S2 12.6026 11.7173 10.0973
H1 14.0166 14.5989 14.2785
H2 14.7602 15.1993 17.3799
H3 13.1332 14.5793 19.4359
H4 11.0585 13.7641 18.9842
H5 10.3324 13.1719 16.5817
H6 16.1892 12.2040 9.8921
H7 15.0438 13.2622 9.1351
H8 14.5659 10.4359 9.9848
H9 14.2938 11.2285 8.4676
O3 5.8265 10.0274 8.7105
C11 6.9165 10.3521 9.4791
C12 8.2115 10.1536 9.1042
C13 9.1794 10.6753 9.9648
N3 8.9140 11.1822 11.1864
C14 7.6527 11.2298 11.5252
Br1 7.4861 11.5966 13.3643
C15 6.6136 10.8612 10.7274
H10 6.1211 9.8266 7.7557
H11 8.5127 9.6836 8.1146
H12 10.2029 10.7468 9.6525
H13 5.5837 11.0083 10.9801
O4 9.7518 13.6753 11.4037
S3 10.3097 15.1202 11.4900
C16 9.3702 15.9202 10.1362
C17 9.4357 17.3153 10.1202
C18 8.8792 18.0032 9.0659
C19 8.1219 17.3078 8.1073
C20 7.7882 15.9065 8.2983
C21 8.4364 15.2583 9.3157
C22 9.4900 15.9259 12.8384
C23 8.1101 15.8342 13.0153
C24 7.5123 16.3188 14.1517
C25 8.2409 16.9319 15.1572
C26 9.6446 17.0077 14.9697
C27 10.2403 16.5808 13.8331
H14 10.0348 17.7534 10.8148
H15 8.9945 19.0344 9.0039
H16 7.6536 17.7480 7.2145
H17 7.1524 15.3258 7.6303
H18 8.2439 14.1566 9.5544
H19 7.5141 15.4138 12.1880
H20 6.4326 16.2232 14.2141
H21 7.7828 17.2295 16.0450
H22 10.2021 17.4937 15.7850
H23 11.4223 16.5775 13.7541
C28 8.8859 10.6760 15.9432
Si1 9.8764 9.4441 14.8064
C29 11.3100 8.8489 15.8439
C30 8.7027 8.0578 14.3007
N4 10.5030 10.3240 13.4113
C31 11.5022 9.5954 12.6333
C32 12.8719 9.7260 12.9845
C33 13.8449 9.0723 12.2976
C34 13.5045 8.0868 11.3168
C35 12.1461 7.9689 11.0345
C36 11.1394 8.7330 11.6392
H24 7.9246 10.1893 16.1081
H25 8.8527 11.7151 15.6109
H26 9.4468 10.7365 16.8800
H27 11.0162 8.2964 16.7127
H28 11.9393 9.6388 16.2017
H29 11.9319 8.2196 15.2558
H30 7.7547 8.2128 14.7493
H31 9.0202 7.0548 14.6494
H32 8.4807 8.0466 13.2257
H33 13.2170 10.4600 13.7369
H34 14.9026 9.1395 12.5392
H35 14.2382 7.6042 10.7834
H36 11.8502 7.3907 10.1671
H37 10.1195 8.6388 11.2496

2.
Density functional theory data (wB97M-V/def2-TZVPD) for a molecular structure, C36H37ClCrIN3OS2Sb at a distorted geometry.

Calculated values
- Relative energy (zero: lowest compared OMol25 entry of this formula, charge and spin): 7.0 kJ/mol
- Highest occupied orbital energy (alpha / beta): -0.2403 / -0.2455 hartree
- Gap between HOMO and LUMO (alpha / beta): 0.2054 / 0.2033 Ha
- 2S+1: 4
- DFT total energy: -121707.0618 eV
- Lowest unoccupied orbital energy (alpha / beta): -1.0 / -1.1 eV

Positions of all 83 atoms, in Å:
Cr1 -0.7937 -0.2509 0.7042
S1 -2.6759 -1.5218 0.1038
C1 -3.1806 -0.8337 -1.4453
C2 -4.2768 -1.3818 -2.1103
C3 -4.6959 -0.8813 -3.3324
C4 -4.0231 0.1899 -3.9058
C5 -2.9408 0.7519 -3.2475
C6 -2.5066 0.2483 -2.0213
S2 -1.1258 1.0201 -1.2295
H1 -4.7968 -2.2152 -1.6534
H2 -5.5458 -1.3255 -3.8344
H3 -4.3403 0.5888 -4.8608
H4 -2.4196 1.5991 -3.6779
C7 3.0286 1.3116 2.1956
C8 2.0742 0.5884 1.4594
N1 0.7864 0.8466 1.5483
C9 0.3687 1.8335 2.3761
C10 1.2411 2.6187 3.1199
C11 2.6162 2.3263 3.0137
C12 0.7010 3.6614 3.9536
C13 -0.6270 3.8817 4.0149
C14 -1.5512 3.0671 3.2682
C15 -2.9486 3.2468 3.2870
C16 -3.7415 2.4058 2.5572
C17 -3.1542 1.3595 1.8256
N2 -1.8507 1.1752 1.7930
C18 -1.0559 2.0324 2.4833
H5 4.0740 1.0581 2.0925
H6 2.3575 -0.1924 0.7645
H7 3.3327 2.9129 3.5760
H8 1.3875 4.2706 4.5280
H9 -1.0260 4.6714 4.6389
H10 -3.3784 4.0533 3.8685
H11 -4.8153 2.5234 2.5311
H12 -3.7437 0.6458 1.2617
Cl1 1.7815 -6.0377 3.4347
C19 1.4479 -4.6614 2.4197
C20 2.1251 -4.5010 1.2477
C21 1.8642 -3.4090 0.3938
I1 3.0005 -3.1346 -1.3165
C22 0.8804 -2.4803 0.6848
O1 0.5403 -1.4828 -0.0742
C23 0.2382 -2.6308 1.9611
N3 -0.6228 -1.6238 2.2855
C24 -1.2669 -1.6662 3.4273
C25 -1.1000 -2.7205 4.3410
C26 -0.2269 -3.7281 4.0473
C27 0.4889 -3.7051 2.8301
H13 2.8751 -5.2274 0.9663
H14 -1.9482 -0.8500 3.6363
H15 -1.6613 -2.7159 5.2644
H16 -0.0724 -4.5476 4.7361
C28 4.6174 2.4175 -3.6891
C29 4.1269 1.2307 -2.8638
C30 5.0105 1.0427 -1.6296
Sb1 2.0423 1.1814 -2.1745
C31 1.0685 0.6632 -4.0342
C32 1.6975 1.2214 -5.3063
C33 0.9598 -0.8574 -4.1008
C34 1.5398 3.3009 -1.9794
C35 2.2851 3.8453 -0.7601
C36 1.6947 4.2301 -3.1792
H17 5.6107 2.2131 -4.1064
H18 4.7129 3.3080 -3.0633
H19 3.9584 2.6565 -4.5213
H20 4.1812 0.3229 -3.4762
H21 4.9491 1.9139 -0.9700
H22 6.0631 0.9188 -1.9087
H23 4.7163 0.1612 -1.0537
H24 0.0645 1.0765 -3.9094
H25 2.7272 0.8760 -5.4255
H26 1.7017 2.3108 -5.3305
H27 1.1378 0.8742 -6.1821
H28 1.9445 -1.3195 -4.2196
H29 0.3485 -1.1595 -4.9576
H30 0.5004 -1.2687 -3.1995
H31 0.4753 3.2444 -1.7425
H32 3.3615 3.9110 -0.9434
H33 2.1348 3.2140 0.1209
H34 1.9337 4.8519 -0.5063
H35 2.7212 4.2930 -3.5340
H36 1.3805 5.2452 -2.9070
H37 1.0646 3.9143 -4.0115

3.
Density functional theory data (wB97M-V/def2-TZVPD) for a molecular structure, C36H37CoN6O2P2.

Calculated values
- Relative energy (zero: lowest compared OMol25 entry of this formula, charge and spin): 37.7 kJ/mol
- Highest occupied orbital energy (alpha / beta): -0.3012 / -0.3012 hartree
- Gap between HOMO and LUMO (alpha / beta): 0.2659 / 0.2658 Ha
- DFT total energy: -107168.1422 eV
- Lowest unoccupied orbital energy (alpha / beta): -1.0 / -1.0 eV

Positions of all 84 atoms, in Å:
Co1 -0.2377 -1.1623 -0.7305
N1 2.5072 0.2566 0.8063
P1 1.8848 -0.4636 -0.5825
C1 2.8703 -1.9693 -0.8219
C2 2.4243 -2.8894 -1.7694
C3 3.1206 -4.0704 -1.9814
C4 4.2630 -4.3406 -1.2426
C5 4.7062 -3.4309 -0.2920
C6 4.0116 -2.2501 -0.0806
C7 2.4441 0.6693 -1.8769
C8 2.9495 0.2140 -3.0919
C9 3.3201 1.1216 -4.0711
C10 3.1815 2.4844 -3.8490
C11 2.6740 2.9424 -2.6440
C12 2.3057 2.0397 -1.6587
P2 1.7330 1.2438 2.0317
C13 3.2535 1.7057 2.9576
C14 3.0922 2.7720 3.8431
C15 4.1490 3.2200 4.6185
C16 5.3972 2.6229 4.5027
C17 5.5753 1.5719 3.6168
C18 4.5088 1.1123 2.8546
C19 1.0905 -0.0128 3.2098
C20 -0.2869 -0.0652 3.3932
C21 -0.8449 -0.9841 4.2780
C22 -0.0253 -1.8556 4.9783
C23 1.3565 -1.8089 4.8005
C24 1.9092 -0.8888 3.9241
H1 3.4119 0.6615 0.5849
H2 1.5359 -2.6807 -2.3595
H3 2.7692 -4.7779 -2.7210
H4 4.8066 -5.2623 -1.4043
H5 5.5933 -3.6454 0.2899
H6 4.3427 -1.5566 0.6816
H7 3.0614 -0.8463 -3.2755
H8 3.7058 0.7617 -5.0160
H9 3.4402 3.1888 -4.6276
H10 2.5322 4.0019 -2.4818
H11 1.8795 2.4064 -0.7316
H12 2.1258 3.2598 3.9185
H13 4.0030 4.0459 5.3025
H14 6.2284 2.9800 5.0965
H15 6.5459 1.1024 3.5194
H16 4.6711 0.2707 2.1912
H17 -0.9227 0.5952 2.8168
H18 -1.9188 -1.0170 4.4152
H19 -0.4566 -2.5721 5.6662
H20 1.9963 -2.4881 5.3492
H21 2.9832 -0.8540 3.7869
C25 -1.2627 -3.9712 2.1533
C26 -1.2366 -2.9475 1.0682
N2 -0.1414 -2.2848 0.7707
O1 1.0184 -2.5802 1.4835
C27 -2.3822 -2.6323 0.2911
C28 -3.7746 -3.1296 0.4796
N3 -2.1115 -1.7579 -0.6831
O2 -2.9949 -1.3613 -1.4414
H22 -0.2762 -4.4072 2.2900
H23 -1.9799 -4.7539 1.9196
H24 -1.5653 -3.5042 3.0929
H25 0.8927 -2.2314 2.3792
H26 -3.8693 -3.7377 1.3767
H27 -4.1024 -3.7172 -0.3809
H28 -4.4613 -2.2844 0.5574
N4 -0.3322 3.3342 -4.4915
C29 -0.5052 2.1935 -4.4027
N5 -0.7126 0.8885 -4.3975
C30 -0.5250 0.1577 -3.3841
N6 -0.3263 -0.6222 -2.5307
C31 -2.8163 2.7209 1.7493
C32 -1.9425 2.7945 0.4909
C33 -2.8200 3.1033 -0.7312
C34 -0.8903 3.8963 0.6531
C35 -1.2929 1.4908 0.2571
C36 -0.7279 0.4603 -0.0236
H29 -3.3254 3.6743 1.9057
H30 -2.2110 2.5112 2.6336
H31 -3.5693 1.9376 1.6513
H32 -3.3382 4.0541 -0.5851
H33 -3.5615 2.3177 -0.8812
H34 -2.2129 3.1738 -1.6345
H35 -1.3875 4.8571 0.8047
H36 -0.2690 3.9670 -0.2413
H37 -0.2400 3.6981 1.5050

4.
Density functional theory data (wB97M-V/def2-TZVPD) for a molecular structure, C36H37CoN8O2SSe2Si at a distorted geometry.

Calculated values
- Highest occupied orbital energy (alpha / beta): -0.1505 / -0.1531 hartree
- Gap between HOMO and LUMO (alpha / beta): 0.2305 / 0.2331 Ha
- Total charge: -1
- 2S+1: 4
- DFT total energy: -240979.4430 eV
- Lowest unoccupied orbital energy (alpha / beta): 2.2 / 2.2 eV

Positions of all 88 atoms, in Å:
Co1 -0.6733 0.1303 0.0077
N1 6.5598 2.5989 -1.6665
C1 5.6673 1.7908 -0.9180
C2 6.1106 0.6982 -0.2043
C3 5.1560 -0.0833 0.4067
C4 3.8107 0.0573 0.1001
C5 3.3364 1.2006 -0.4951
C6 4.2881 2.0744 -1.0380
S1 2.6893 -1.2410 0.5660
O1 3.2301 -1.8853 1.7232
O2 2.5274 -2.0068 -0.6385
N2 1.3191 -0.4192 0.8137
C7 1.2639 0.5824 1.7434
N3 2.0957 0.8746 2.7455
C8 1.8398 2.0012 3.4210
C9 0.6352 2.7089 3.3308
C10 -0.1861 2.3284 2.2765
N4 0.0560 1.2919 1.5257
H1 7.2504 2.0235 -2.1845
H2 6.1052 3.3534 -2.1521
H3 7.1744 0.5239 -0.0847
H4 5.3641 -1.0263 0.9326
H5 2.2729 1.3831 -0.4130
H6 3.9971 3.0353 -1.4721
H7 2.6070 2.2090 4.0951
H8 0.2975 3.4876 3.9972
H9 -1.0503 2.8745 2.0686
Se1 -4.8184 1.5074 -1.1124
Se2 -2.7457 2.6564 -0.7525
C11 -1.3969 2.0275 -2.0559
C12 -1.3419 2.7429 -3.2132
C13 -0.1820 2.5906 -4.0285
C14 0.7818 1.6920 -3.7862
C15 0.5523 0.7105 -2.6070
N5 -0.3520 1.2510 -1.6104
C16 -5.2037 1.0040 0.6830
C17 -5.8525 -0.2258 0.8518
C18 -5.9542 -0.7525 2.1252
C19 -5.5219 0.0588 3.1683
C20 -5.0440 1.3591 2.9600
N6 -4.8304 1.8224 1.6932
H10 -2.0610 3.4375 -3.5409
H11 -0.0731 3.3038 -4.8654
H12 1.6868 1.5858 -4.3965
H13 1.5437 0.5182 -2.1218
H14 -5.9826 -0.7854 -0.0810
H15 -6.3017 -1.7484 2.3564
H16 -5.5640 -0.3425 4.1750
H17 -4.7118 2.0191 3.7387
C21 -0.6438 0.2660 6.5448
C22 0.3101 -0.4103 5.7811
C23 -0.0062 -0.8808 4.5060
C24 -1.3728 -0.6545 4.0368
C25 -2.2884 -0.0044 4.8009
C26 -1.8640 0.5921 5.9790
N7 -1.5857 -0.8832 2.6354
N8 -2.5331 -1.5933 2.4132
C27 -2.7102 -1.8850 1.0522
C28 -3.4915 -3.0527 0.8911
C29 -3.6401 -3.5943 -0.3445
C30 -3.2192 -2.8486 -1.4775
C31 -2.5178 -1.6449 -1.3030
C32 -2.1148 -1.2374 -0.0801
H18 -0.2845 0.5632 7.5044
H19 1.2826 -0.6704 6.2043
H20 0.7233 -1.4500 3.9633
H21 -3.2686 0.1463 4.4414
H22 -2.6000 1.1187 6.5400
H23 -3.7424 -3.4517 1.8723
H24 -4.1416 -4.5069 -0.5605
H25 -3.1704 -3.2691 -2.5062
H26 -2.1117 -1.1719 -2.1829
C33 1.6813 -3.3974 -3.5580
Si1 1.5200 -1.5536 -4.0362
C34 0.9864 -1.4570 -5.9279
C35 3.1510 -0.6541 -3.8350
C36 0.1488 -0.6574 -3.1416
H27 2.2863 -4.0238 -4.1729
H28 0.6914 -4.0179 -3.3575
H29 2.1393 -3.3570 -2.5979
H30 1.3318 -2.3007 -6.6336
H31 1.2733 -0.4360 -6.2502
H32 -0.1183 -1.4903 -5.9068
H33 2.9388 0.3749 -3.9576
H34 3.9800 -0.9044 -4.4599
H35 3.4894 -0.7896 -2.8253
H36 -0.1744 -1.4014 -2.3379
H37 -0.7058 -0.4094 -3.7800

5.
Density functional theory data (wB97M-V/def2-TZVPD) for 3 unconnected molecules or ions with the total composition C36H37F24N4O11S2 at a distorted geometry.

Calculated values
- Highest occupied orbital energy: -0.4094 hartree
- Gap between HOMO and LUMO: 0.2283 Ha
- Total charge: +1
- DFT total energy: -153266.6151 eV
- Lowest unoccupied orbital energy: -4.9 eV

Positions of all 114 atoms, in Å:
C1 -0.3537 -3.3769 0.1098
S1 1.2009 -2.2583 -0.0368
O1 1.5187 -1.9084 1.4696
O2 2.2269 -3.2206 -0.6772
C2 0.6683 -0.7995 -1.0673
C3 -0.7913 -0.3494 -0.5194
C4 -1.3596 1.1592 -0.7658
C5 -1.5695 2.1176 0.5456
C6 -1.6574 1.4418 2.0125
O3 -0.2716 1.0809 2.4625
C7 -2.8525 0.9754 -1.3879
F1 -3.4914 2.3066 -1.7553
F2 -2.9101 0.2033 -2.6875
C8 -4.0602 0.3669 -0.5087
F3 -4.5070 1.1738 0.6727
F4 -5.2223 0.5657 -1.4785
C9 -4.1807 -1.1829 -0.1237
F5 -3.8484 -2.1616 -1.2294
F6 -3.1679 -1.5565 0.9469
C10 -5.5351 -1.7445 0.5529
F7 -5.4055 -1.4312 2.0351
F8 -5.4075 -3.2530 0.5396
C11 -7.0046 -1.3454 0.1827
F9 -7.2254 0.0979 0.5955
F10 -7.8709 -2.0723 1.2021
C12 -7.7250 -1.5345 -1.2106
F11 -8.0209 -0.1665 -1.7893
F12 -9.1202 -2.0733 -0.9634
C13 -7.1223 -2.4189 -2.4142
F13 -5.9761 -1.7705 -3.1594
F14 -8.2166 -2.3944 -3.4689
C14 -6.8977 -4.0198 -2.1358
F15 -5.4453 -4.4371 -2.1458
F16 -7.5745 -4.5570 -0.9336
F17 -7.4904 -4.7909 -3.2950
C15 -0.2216 1.8990 -1.7473
O4 -0.1900 1.2227 -3.1023
S2 -0.6431 3.5786 -2.4254
O5 0.5996 4.3620 -3.0274
O6 -1.1510 4.6129 -1.3406
C16 -1.7751 3.7039 -3.9020
F18 -2.4254 2.5000 -4.4158
F19 -2.9006 4.6151 -3.4572
C17 -1.1534 4.4492 -5.2439
F20 0.0390 3.7191 -5.8225
F21 -0.8919 5.9119 -5.0497
C18 -2.2057 4.4209 -6.5479
F22 -2.1988 3.1120 -7.2644
F23 -3.5403 4.9712 -6.2641
F24 -1.5737 5.3872 -7.5265
N1 1.0949 1.7066 -0.9864
C19 2.0125 2.8789 -0.7925
N2 2.7181 2.8974 0.5954
C20 1.7848 0.3766 -1.3643
C21 3.2486 0.0904 -0.6952
C22 4.0961 -0.9208 -1.7360
C23 5.2139 -1.6966 -0.8244
C24 5.4090 -3.2889 -1.1606
O7 5.3492 -3.9972 0.1613
H1 -0.9984 -3.0250 1.0289
H2 -1.0264 -3.2751 -0.8666
H3 -0.0481 -4.5152 0.2312
H4 0.4688 -1.2684 -2.1519
H5 -1.5501 -1.1290 -1.0158
H6 -0.7885 -0.6971 0.6251
H7 -0.6485 2.8795 0.5835
H8 -2.5108 2.8501 0.4825
H9 -1.9968 2.2953 2.7756
H10 -2.4268 0.5721 2.1506
H11 0.2220 1.9237 2.7468
H12 0.5638 1.6572 -3.6318
H13 0.9583 1.5111 0.0573
H14 1.4619 3.9308 -0.6650
H15 2.8135 2.9592 -1.6488
H16 3.5313 3.5505 0.5109
H17 2.0064 3.2601 1.2954
H18 2.0893 0.3559 -2.5233
H19 3.9951 1.0236 -0.6919
H20 3.2466 -0.2928 0.4068
H21 3.3918 -1.6100 -2.3649
H22 4.6940 -0.2534 -2.5228
H23 6.2494 -1.1358 -1.0205
H24 5.0305 -1.5807 0.3469
H25 6.4609 -3.5723 -1.6108
H26 4.5596 -3.7161 -1.8426
H27 4.3900 -4.2919 0.3144
C25 -2.8578 6.3851 7.0577
C26 -2.2086 5.1884 6.7500
C27 -1.8906 4.8854 5.4247
C28 -2.2248 5.7943 4.4113
C29 -2.8834 6.9928 4.7165
C30 -3.1988 7.2836 6.0453
N3 -1.8705 5.4932 3.0191
O8 -1.3052 4.4141 2.7874
O9 -2.1528 6.3366 2.1560
H28 -3.0986 6.6195 8.0932
H29 -1.9474 4.4925 7.5445
H30 -1.3845 3.9487 5.2014
H31 -3.1531 7.7049 3.9393
H32 -3.7073 8.2128 6.2927
C31 8.2892 -7.2938 3.8482
C32 7.9091 -8.0168 2.7164
C33 8.4070 -7.6638 1.4607
C34 9.2925 -6.5829 1.3500
C35 9.6697 -5.8505 2.4835
C36 9.1630 -6.2112 3.7336
N4 9.8393 -6.2228 0.0363
O10 9.4667 -6.8829 -0.9450
O11 10.6450 -5.2825 -0.0158
H33 7.9027 -7.5763 4.8260
H34 7.2265 -8.8583 2.8136
H35 8.1012 -8.2372 0.5884
H36 10.3523 -5.0064 2.4113
H37 9.4522 -5.6509 4.6200